{"formula": "C44H124O28", "method": "ωB97M-V/def2-TZVPD", "homo_lumo_gap_ev": 9.44, "energy_ev": -104965.4585, "symbols": ["C", "C", "C", "O", "H", "H", "H", "H", "H", "H", "H", "H", "C", "C", "C", "O", "H", "H", "H", "H", "H", "H", "H", "H", "C", "C", "C", "O", "H", "H", "H", "H", "H", "H", "H", "H", "C", "C", "C", "O", "H", "H", "H", "H", "H", "H", "H", "H", "C", "C", "C", "O", "H", "H", "H", "H", "H", "H", "H", "H", "C", "C", "C", "O", "H", "H", "H", "H", "H", "H", "H", "H", "C", "C", "C", "O", "H", "H", "H", "H", "H", "H", "H", "H", "C", "C", "C", "O", "H", "H", "H", "H", "H", "H", "H", "H", "C", "C", "O", "O", "H", "H", "H", "H", "H", "H", "C", "C", "O", "O", "H", "H", "H", "H", "H", "H", "C", "C", "O", "O", "H", "H", "H", "H", "H", "H", "C", "C", "O", "O", "H", "H", "H", "H", "H", "H", "C", "C", "O", "O", "H", "H", "H", "H", "H", "H", "C", "C", "O", "O", "H", "H", "H", "H", "H", "H", "C", "C", "O", "O", "H", "H", "H", "H", "H", "H", "C", "C", "O", "O", "H", "H", "H", "H", "H", "H", "C", "C", "O", "O", "H", "H", "H", "H", "H", "H", "C", "C", "O", "O", "H", "H", "H", "H", "H", "H"], "positions_angstrom": [[-0.486, -1.521, -4.825], [0.578, -2.366, -5.457], [0.050, -3.480, -6.293], [1.405, -1.484, -6.213], [0.132, -0.755, -4.338], [-1.251, -2.004, -4.218], [-0.911, -0.984, -5.684], [1.236, -2.819, -4.682], [-0.714, -4.087, -5.815], [0.929, -4.047, -6.617], [-0.484, -3.164, -7.176], [1.967, -0.975, -5.593], [-1.531, 1.880, 4.494], [-0.137, 2.461, 4.687], [-0.084, 3.618, 5.653], [0.670, 1.358, 5.266], [-1.344, 1.021, 3.847], [-2.186, 2.513, 3.907], [-1.924, 1.567, 5.443], [0.314, 2.707, 3.717], [0.923, 4.048, 5.684], [-0.326, 3.302, 6.666], [-0.785, 4.403, 5.360], [1.597, 1.651, 5.364], [4.719, 4.147, 4.324], [3.538, 3.251, 4.301], [3.504, 2.208, 3.256], [3.316, 2.583, 5.678], [4.595, 4.957, 5.042], [4.837, 4.621, 3.333], [5.581, 3.506, 4.546], [2.589, 3.797, 4.174], [2.589, 1.617, 3.359], [4.407, 1.620, 3.189], [3.437, 2.696, 2.286], [4.192, 2.303, 5.948], [-1.511, -5.582, -1.885], [-1.422, -5.645, -3.405], [-1.055, -6.971, -3.918], [-2.679, -5.203, -3.939], [-1.601, -4.543, -1.546], [-0.622, -5.985, -1.405], [-2.389, -6.210, -1.700], [-0.692, -4.924, -3.731], [-1.084, -6.874, -5.003], [-1.693, -7.733, -3.503], [-0.038, -7.253, -3.548], [-2.752, -4.235, -3.868], [-6.814, 2.489, 0.530], [-5.887, 3.010, -0.543], [-4.433, 3.045, -0.124], [-5.824, 2.170, -1.757], [-7.838, 2.285, 0.220], [-6.785, 3.269, 1.282], [-6.467, 1.513, 0.901], [-6.288, 3.925, -0.958], [-4.100, 2.094, 0.329], [-4.377, 3.791, 0.667], [-3.806, 3.369, -0.955], [-6.666, 1.692, -1.888], [3.130, -1.271, 4.954], [1.777, -1.919, 5.042], [1.177, -1.962, 6.454], [0.863, -1.275, 4.105], [3.523, -1.399, 3.932], [3.788, -1.746, 5.694], [3.141, -0.184, 5.082], [1.887, -2.904, 4.557], [0.103, -2.183, 6.420], [1.257, -0.966, 6.872], [1.705, -2.668, 7.080], [0.748, -0.326, 4.363], [-2.269, 5.083, -2.731], [-1.187, 4.368, -3.498], [-1.233, 4.745, -4.988], [0.093, 4.842, -2.947], [-2.163, 4.904, -1.667], [-3.303, 4.782, -3.028], [-2.146, 6.142, -2.939], [-1.146, 3.268, -3.441], [-2.178, 4.508, -5.454], [-0.401, 4.297, -5.498], [-1.199, 5.826, -5.042], [0.111, 4.455, -2.032], [-4.251, -0.777, 4.516], [-4.635, -1.068, 3.094], [-4.075, -0.061, 2.124], [-4.184, -2.377, 2.726], [-3.180, -0.994, 4.649], [-4.821, -1.258, 5.299], [-4.351, 0.293, 4.713], [-5.694, -1.097, 2.912], [-4.497, 0.921, 2.393], [-4.292, -0.321, 1.101], [-2.986, 0.074, 2.218], [-3.307, -2.517, 3.078], [1.698, 1.442, -2.549], [2.434, 1.301, -3.859], [2.699, -0.054, -4.190], [2.560, 0.929, -1.475], [0.766, 0.869, -2.436], [1.336, 2.463, -2.354], [3.398, 1.807, -3.722], [1.869, 1.791, -4.684], [3.555, -0.242, -3.728], [3.192, 1.601, -1.229], [2.928, -3.926, -1.929], [2.377, -2.597, -1.479], [3.485, -1.703, -1.206], [1.926, -4.742, -2.524], [3.423, -4.408, -1.092], [3.673, -3.797, -2.695], [1.723, -2.676, -0.612], [1.749, -2.139, -2.244], [3.212, -0.774, -1.374], [1.295, -4.865, -1.801], [-1.320, 4.362, 1.453], [0.084, 4.227, 0.839], [0.039, 3.636, -0.474], [-1.203, 4.796, 2.775], [-1.800, 3.378, 1.474], [-2.043, 4.959, 0.893], [0.616, 3.635, 1.579], [0.565, 5.179, 0.774], [-0.196, 2.701, -0.407], [-1.245, 5.767, 2.777], [-3.185, 1.522, -3.991], [-4.185, 0.808, -4.929], [-4.091, -0.599, -4.956], [-3.223, 1.235, -2.571], [-3.492, 2.565, -4.110], [-2.150, 1.443, -4.343], [-3.966, 1.308, -5.888], [-5.214, 1.132, -4.734], [-3.189, -0.768, -5.289], [-4.069, 1.589, -2.269], [3.058, 5.249, -1.229], [3.453, 4.212, -0.147], [4.197, 3.204, -0.849], [4.213, 5.869, -1.713], [2.320, 5.928, -0.796], [2.585, 4.689, -2.031], [2.648, 3.715, 0.361], [4.034, 4.674, 0.658], [4.897, 3.674, -1.312], [4.387, 6.508, -1.020], [-0.698, -4.592, 3.067], [-0.845, -3.313, 2.234], [-1.310, -2.270, 3.000], [0.013, -5.577, 2.356], [-1.686, -4.921, 3.381], [-0.132, -4.387, 3.984], [-1.566, -3.442, 1.400], [0.123, -3.081, 1.762], [-0.499, -2.008, 3.515], [-0.318, -6.443, 2.632], [-4.562, -2.277, -0.826], [-4.421, -2.944, -2.202], [-3.394, -2.410, -3.009], [-3.635, -2.823, 0.070], [-5.552, -2.431, -0.413], [-4.491, -1.210, -1.046], [-5.328, -2.905, -2.813], [-4.267, -3.984, -1.930], [-3.741, -1.669, -3.514], [-3.947, -2.709, 1.012], [2.969, -4.039, 2.235], [4.448, -4.013, 2.398], [5.013, -5.320, 2.190], [2.435, -4.873, 3.210], [2.693, -4.417, 1.286], [2.605, -2.986, 2.319], [4.654, -3.659, 3.441], [4.962, -3.330, 1.705], [4.696, -5.769, 2.974], [1.565, -5.185, 2.872], [6.512, 0.008, -2.151], [6.174, -0.345, -0.745], [6.057, -1.732, -0.481], [5.637, -0.611, -3.096], [7.602, -0.053, -2.333], [6.297, 1.059, -2.186], [5.150, 0.002, -0.662], [6.766, 0.196, 0.014], [5.140, -1.969, -0.656], [5.321, -1.398, -2.655], [0.108, 0.116, 0.946], [-0.605, -0.206, -0.301], [-1.292, 0.973, -0.710], [0.970, 1.244, 0.770], [0.704, -0.663, 1.406], [-0.582, 0.418, 1.760], [-1.310, -1.049, -0.190], [0.214, -0.462, -0.983], [-1.957, 0.737, -1.380], [1.566, 0.971, 0.018]], "mulliken_charge": [0.095, 1.272, -1.718, -0.713, -0.569, 0.093, 0.293, -0.323, 0.256, 0.390, 0.444, 0.497, -1.201, 2.722, -1.722, -0.614, -0.199, 0.354, 0.568, -1.337, 0.345, 0.393, 0.337, 0.062, -1.440, 0.865, 0.291, -0.571, 0.387, 0.223, 0.428, -0.223, -0.447, 0.738, -0.513, 0.327, -1.410, 1.969, -1.741, -0.617, 0.075, 0.386, 0.461, -0.472, 0.405, 0.435, 0.280, 0.248, -1.424, 0.307, -0.549, -0.476, 0.475, 0.389, 0.275, 0.267, -0.265, 0.674, -0.072, 0.231, -0.807, 1.277, -1.544, 0.090, 0.069, 0.500, -0.028, -0.212, 0.305, 0.289, 0.414, -0.108, -0.753, 1.957, -1.837, -0.682, -0.339, 0.284, 0.436, -0.558, 0.375, 0.374, 0.460, -0.123, -1.124, -0.190, 0.530, -0.759, 0.060, 0.371, 0.391, 0.473, 0.521, -0.332, -0.494, 0.210, 1.487, -0.944, -0.484, 0.449, -0.689, -0.838, 0.525, 0.270, 0.162, -0.886, -1.197, 1.585, 0.385, -0.464, 0.442, 0.350, -0.312, -0.350, -0.463, 0.184, -0.473, 0.197, 2.165, -0.427, -0.302, 0.622, -0.824, 0.517, -1.293, 0.331, 0.008, -1.090, -0.568, 0.750, 0.034, 0.667, 0.486, 0.360, 0.254, -0.776, -0.461, 1.305, -0.483, -0.534, 0.356, 0.022, -1.255, 0.294, 0.319, 0.392, -0.837, 0.676, 0.672, -0.561, 0.518, 0.188, 0.196, -0.742, 0.029, 0.273, 0.524, -1.234, -0.276, -0.309, 0.401, -0.396, 0.441, 0.272, 0.200, 0.253, 0.751, -1.042, -0.608, -0.742, 0.567, -0.440, 0.357, 0.266, 0.375, 0.526, -0.334, 0.018, -0.658, -0.579, 0.323, 0.258, -0.340, 0.434, 0.437, 0.273, 2.019, 0.371, 1.668, 1.022, -0.112, -1.790, 0.068, -0.972, -0.712, -0.635]}

---

{"formula": "C44H26ClN9OPbSe", "method": "ωB97M-V/def2-TZVPD", "homo_lumo_gap_ev": 5.93, "energy_ev": -144625.6158, "symbols": ["Pb", "Cl", "C", "C", "C", "C", "O", "C", "C", "N", "C", "C", "C", "C", "C", "C", "C", "C", "N", "C", "C", "H", "H", "H", "H", "H", "H", "H", "H", "H", "H", "Se", "N", "C", "C", "C", "C", "C", "N", "C", "C", "N", "C", "C", "C", "C", "C", "N", "H", "H", "H", "H", "H", "H", "N", "C", "C", "C", "C", "C", "C", "C", "C", "C", "C", "C", "C", "N", "C", "C", "C", "C", "N", "H", "H", "H", "H", "H", "H", "H", "H", "H", "H"], "positions_angstrom": [[-0.065, 0.084, -0.086], [5.141, -0.104, 5.330], [3.918, 0.360, 4.178], [4.217, 1.331, 3.210], [3.248, 1.725, 2.332], [1.928, 1.166, 2.322], [1.037, 1.660, 1.558], [1.694, 0.085, 3.253], [0.504, -0.713, 3.311], [-0.310, -0.960, 2.343], [-1.381, -1.838, 2.497], [-1.432, -2.843, 3.447], [-2.537, -3.696, 3.574], [-3.615, -3.577, 2.744], [-3.605, -2.595, 1.732], [-4.693, -2.425, 0.848], [-4.643, -1.466, -0.121], [-3.477, -0.692, -0.232], [-2.445, -0.826, 0.566], [-2.481, -1.738, 1.575], [2.688, -0.232, 4.205], [5.209, 1.763, 3.179], [3.440, 2.495, 1.594], [0.326, -1.173, 4.291], [-0.595, -2.983, 4.117], [-2.533, -4.455, 4.345], [-4.478, -4.223, 2.840], [-5.556, -3.071, 0.957], [-5.469, -1.305, -0.800], [-3.383, 0.051, -1.016], [2.487, -1.003, 4.940], [-0.163, 8.053, -2.255], [-1.128, 7.103, -1.127], [-0.690, 5.870, -1.177], [-1.255, 4.778, -0.412], [-2.300, 4.973, 0.493], [-2.810, 3.890, 1.170], [-2.290, 2.631, 0.883], [-1.308, 2.431, 0.024], [-0.748, 3.480, -0.597], [0.425, 3.253, -1.462], [0.970, 2.031, -1.500], [2.045, 1.812, -2.232], [2.654, 2.801, -3.001], [2.113, 4.065, -2.982], [0.986, 4.312, -2.196], [0.402, 5.633, -2.087], [0.820, 6.677, -2.756], [-2.681, 5.974, 0.642], [-3.604, 3.999, 1.896], [-2.688, 1.744, 1.364], [2.443, 0.802, -2.202], [3.534, 2.574, -3.587], [2.542, 4.879, -3.551], [1.024, -6.557, -8.492], [0.940, -5.863, -7.579], [0.829, -4.991, -6.450], [1.936, -4.261, -6.018], [1.817, -3.407, -4.937], [0.596, -3.248, -4.285], [-0.504, -3.980, -4.725], [-0.392, -4.854, -5.791], [0.469, -2.293, -3.149], [1.255, -2.573, -2.026], [2.083, -3.731, -1.862], [2.765, -3.566, -0.683], [2.337, -2.324, -0.156], [1.438, -1.739, -0.932], [-0.398, -1.205, -3.378], [-0.977, -0.881, -4.643], [-1.716, 0.266, -4.462], [-1.575, 0.599, -3.099], [-0.798, -0.259, -2.449], [2.882, -4.370, -6.530], [2.676, -2.844, -4.596], [-1.455, -3.860, -4.222], [-1.246, -5.433, -6.116], [2.125, -4.575, -2.531], [3.483, -4.232, -0.230], [2.665, -1.850, 0.762], [-0.819, -1.415, -5.565], [-2.288, 0.811, -5.196], [-2.014, 1.449, -2.589]], "mulliken_charge": [1.647, -0.253, 0.131, -0.663, -0.580, 0.097, -0.559, 0.788, -0.457, 0.440, 0.349, -0.696, -0.916, -0.836, 1.015, -0.701, -1.183, -0.044, 0.479, -0.189, -1.135, 0.407, 0.456, 0.333, 0.493, 0.388, 0.399, 0.414, 0.438, 0.365, 0.384, 0.259, -0.870, 0.934, 0.473, -0.749, -1.097, -0.539, 0.672, -0.353, -0.624, 0.545, -0.406, -1.001, -0.678, 0.438, 1.167, -0.881, 0.529, 0.465, 0.340, 0.411, 0.466, 0.526, -0.531, -0.071, 0.581, -0.923, -0.158, -1.169, -0.022, -0.941, 1.439, -0.093, -0.722, -1.264, -0.509, 0.639, -0.323, -0.607, -1.648, -0.422, 0.798, 0.445, 0.519, 0.520, 0.445, 0.570, 0.451, 0.577, 0.564, 0.471, 0.547]}